Arrangement i

Here is a structure of composition C5H9NS from OMol25. Energies are from ωB97M-V/def2-TZVPD.

Geometry (Å):
1 C -1.8208 -1.4530 -0.1414
2 C -0.7863 -0.6448 0.0488
3 C 1.9645 -0.2080 -0.3881
4 C -0.9650 1.8805 0.3165
5 C 1.0775 -1.2473 0.2229
6 N -1.3213 0.6102 -0.0477
7 S -2.9460 -0.0166 -0.2650
8 H -1.9371 -2.4802 -0.2806
9 H 1.7450 0.8147 -0.0205
10 H 1.8828 -0.0914 -1.4100
11 H 3.0514 -0.3166 -0.2366
12 H -1.6181 2.3574 1.0581
13 H 0.1016 1.6762 0.6936
14 H -0.9859 2.5912 -0.4854
15 H 1.2880 -1.3591 1.2622
16 H 1.2697 -2.1133 -0.3266

Summary:
- HOMO (hartree) = -0.295
- gap between HOMO and LUMO (eV) = 8.877
- M (Da) = 115.20

How positive or negative is each atom? The Mulliken charges in e answer that: atom 1 (C): -0.20, atom 2 (C): -0.34, atom 3 (C): -1.00, atom 4 (C): -0.63, atom 5 (C): -0.38, atom 6 (N): 0.05, atom 7 (S): -0.20, atom 8 (H): 0.49, atom 9 (H): 0.20, atom 10 (H): 0.34, atom 11 (H): 0.34, atom 12 (H): 0.26, atom 13 (H): 0.25, atom 14 (H): 0.22, atom 15 (H): 0.30, atom 16 (H): 0.31

---

Arrangement ii

Here is a cluster of 2 separate species, C5H9NS in total from OMol25. Energies are from ωB97M-V/def2-TZVPD.

Geometry (Å):
1 C -0.3656 0.7719 2.3340
2 C 1.6335 -0.3625 -0.2485
3 C -0.2806 0.9128 -0.9657
4 C -0.6788 -1.1520 0.3939
5 C 0.2017 -0.5435 -0.6449
6 N -0.0861 1.6382 3.0178
7 S -2.3660 -1.1990 0.1609
8 H 1.6454 -0.2165 0.7302
9 H 2.0250 0.4457 -0.6921
10 H 2.2187 -1.2966 -0.5718
11 H 0.4840 1.2863 -1.7008
12 H -0.1739 1.4910 -0.1498
13 H -1.4331 1.0367 -1.2489
14 H -0.4401 -1.9668 1.1618
15 H 0.1356 -1.0108 -1.6461
16 H -2.5198 0.1652 0.0700

Summary:
- HOMO (spin up / spin down) (hartree) = -0.352 / -0.352
- gap between HOMO and LUMO (spin up / spin down) (eV) = 7.305 / 7.310
- M (Da) = 115.20

How positive or negative is each atom? The Mulliken charges in e answer that: atom 1 (C): -0.10, atom 2 (C): -1.51, atom 3 (C): -1.45, atom 4 (C): -0.35, atom 5 (C): 0.72, atom 6 (N): -0.46, atom 7 (S): -0.06, atom 8 (H): 0.48, atom 9 (H): 0.47, atom 10 (H): 0.30, atom 11 (H): 0.38, atom 12 (H): 0.37, atom 13 (H): 0.36, atom 14 (H): 0.31, atom 15 (H): 0.36, atom 16 (H): 0.18

---

Stability check: which of them is most stable? arrangement i.